1.
{
  "formula": "C2H8N3O2",
  "method": "ωB97M-V/def2-TZVPD",
  "total_charge": 1,
  "energy_ev": -10752.475,
  "de_lowest_kj_mol": 1079.5,
  "homo_energy_ev": [-13.971, -13.704],
  "elements": ["C", "C", "N", "N", "N", "O", "O", "H", "H", "H", "H", "H", "H", "H", "H"],
  "positions_angstrom": [[-2.3494, 1.5457, 0.9258], [1.4439, -2.2050, -0.3032], [1.9872, 0.8335, -1.2115], [-0.3526, 0.8113, -0.0341], [0.5485, -0.0565, -0.2487], [-1.5884, 0.4680, 0.3986], [0.3574, -1.3266, -0.0342], [-2.5135, 2.3250, 0.1781], [-1.8796, 1.9606, 1.8201], [-3.3034, 1.0891, 1.1964], [1.0534, -3.1985, -0.0876], [2.2912, -1.9888, 0.3517], [1.7429, -2.1395, -1.3514], [2.7100, 0.1133, -1.2552], [-0.1475, 1.7684, -0.3447]],
  "forces_ev_per_angstrom": [[-0.512, 0.994, 0.528], [1.409, -0.538, -0.383], [-1.610, 0.237, 0.536], [-0.050, -2.023, 0.348], [1.999, 1.014, -1.258], [1.032, -1.110, -0.659], [-2.480, 1.947, 0.749], [0.027, -0.109, -0.038], [0.024, -0.096, -0.082], [0.216, 0.050, -0.122], [-0.090, 0.231, 0.003], [-0.195, 0.084, -0.016], [-0.161, 0.085, 0.085], [0.069, -0.613, 0.288], [0.321, -0.154, 0.021]],
  "mulliken_charge": [-0.530, -0.526, -0.309, 0.168, 0.068, -0.151, -0.095, 0.281, 0.312, 0.273, 0.287, 0.321, 0.296, 0.194, 0.410]
}

***

2.
{
  "formula": "C43H85F5O29",
  "method": "ωB97M-V/def2-TZVPD",
  "total_charge": 0,
  "energy_ev": -118924.664,
  "de_lowest_kj_mol": 0.0,
  "homo_energy_ev": -9.033,
  "elements": ["O", "C", "O", "C", "C", "F", "O", "H", "H", "H", "O", "C", "O", "C", "C", "F", "O", "H", "H", "H", "O", "C", "O", "C", "C", "F", "O", "H", "H", "H", "O", "C", "O", "C", "C", "F", "O", "H", "H", "H", "O", "C", "O", "C", "C", "F", "O", "H", "H", "H", "C", "O", "C", "C", "O", "C", "H", "H", "H", "H", "H", "H", "H", "H", "H", "H", "C", "O", "C", "C", "O", "C", "H", "H", "H", "H", "H", "H", "H", "H", "H", "H", "C", "O", "C", "C", "O", "C", "H", "H", "H", "H", "H", "H", "H", "H", "H", "H", "C", "O", "C", "C", "O", "C", "H", "H", "H", "H", "H", "H", "H", "H", "H", "H", "C", "O", "C", "C", "O", "C", "H", "H", "H", "H", "H", "H", "H", "H", "H", "H", "C", "O", "C", "C", "O", "C", "H", "H", "H", "H", "H", "H", "H", "H", "H", "H", "C", "O", "C", "C", "O", "C", "H", "H", "H", "H", "H", "H", "H", "H", "H", "H"],
  "positions_angstrom": [[-6.4524, 6.3642, 1.3038], [-5.8408, 5.3608, 1.4657], [-6.3256, 4.1613, 1.7637], [-5.3648, 3.1607, 1.7536], [-4.0825, 3.9334, 1.2547], [-3.9057, 3.5105, -0.0764], [-4.4764, 5.2648, 1.3055], [-5.1472, 2.6226, 2.6759], [-5.5992, 2.4079, 0.9165], [-3.1355, 3.7633, 1.7628], [7.4078, -0.5890, 4.8262], [6.3581, -0.7911, 4.2192], [5.9654, -1.9135, 3.5853], [4.8627, -1.5169, 2.6540], [4.3667, -0.0893, 3.1125], [3.1703, -0.1746, 3.7410], [5.3958, 0.2445, 4.0463], [5.1937, -1.5370, 1.6103], [3.9701, -2.1444, 2.7686], [4.3688, 0.6133, 2.2758], [-2.9007, -4.1465, 2.5520], [-1.8102, -3.7174, 2.2575], [-0.7577, -3.9556, 3.0331], [0.4154, -3.3990, 2.3670], [-0.0562, -3.0719, 0.9744], [0.3622, -4.0532, 0.0980], [-1.4833, -3.1677, 1.0306], [0.7808, -2.4867, 2.9066], [1.2233, -4.0979, 2.4202], [0.2579, -2.1182, 0.7143], [3.5153, -4.2395, -2.3997], [2.3464, -4.0940, -2.6685], [1.3898, -4.9501, -2.4834], [0.1456, -4.4170, -3.0498], [0.5107, -2.9898, -3.2550], [0.0846, -2.2835, -2.0746], [1.8964, -2.9114, -3.2494], [-0.0027, -4.9170, -4.0203], [-0.6613, -4.6039, -2.3638], [0.0700, -2.5520, -4.1857], [-3.1533, 0.8706, 2.6177], [-2.0880, 1.1129, 3.1831], [-1.1783, 0.2575, 3.3966], [-0.0034, 0.8149, 4.1027], [-0.3507, 2.2714, 4.0800], [0.4090, 2.8529, 3.1002], [-1.7837, 2.3343, 3.8077], [0.0452, 0.3103, 5.0376], [0.9082, 0.6220, 3.5203], [-0.2571, 2.7492, 5.0228], [-3.8745, -3.7855, -1.6065], [-3.4100, -2.4927, -1.7685], [-3.7927, -1.7556, -2.9017], [-2.6406, -1.6279, -3.8380], [-2.2984, -2.8442, -4.5542], [-3.2684, -3.1004, -5.5291], [-4.9078, -3.7708, -1.2553], [-3.2557, -4.2683, -0.8406], [-3.8388, -4.5090, -2.5203], [-4.0479, -0.7447, -2.6116], [-4.7111, -2.2287, -3.2685], [-1.7810, -1.3326, -3.2487], [-2.8551, -0.8986, -4.6445], [-4.2431, -3.2600, -5.1190], [-2.9489, -4.0128, -6.0325], [-3.4625, -2.2598, -6.1943], [6.3169, -2.1108, -1.4134], [5.9008, -0.8981, -0.7077], [6.6664, 0.2864, -1.0113], [6.4524, 1.3295, 0.0044], [6.9290, 0.8485, 1.2589], [7.3565, 1.8768, 2.1414], [7.3942, -2.2664, -1.3929], [6.0248, -2.0789, -2.4327], [5.8889, -3.0734, -1.0140], [6.2299, 0.6242, -1.9516], [7.7430, 0.0386, -1.1599], [5.3720, 1.6241, 0.0725], [6.9764, 2.2617, -0.2057], [8.1871, 2.4516, 1.7377], [7.6522, 1.3623, 3.0767], [6.4895, 2.5183, 2.3408], [5.1841, 5.2110, 0.5219], [4.2511, 4.1564, 0.7026], [3.4093, 4.4799, 1.7922], [4.0911, 4.5239, 3.2021], [4.4798, 3.2645, 3.5909], [5.3312, 3.2901, 4.6751], [5.4793, 5.1200, -0.5049], [5.9670, 5.1378, 1.2495], [4.6908, 6.1711, 0.6403], [2.6560, 3.7263, 1.7662], [2.9606, 5.4481, 1.6409], [3.3584, 4.8982, 3.8694], [4.9631, 5.2051, 3.2207], [6.2987, 3.8836, 4.5020], [5.5987, 2.2756, 4.8869], [4.8223, 3.8137, 5.5414], [-2.1593, 2.0327, -3.0849], [-3.2947, 1.3101, -2.7201], [-4.4772, 2.1193, -2.7072], [-5.6296, 1.5243, -1.8926], [-6.1960, 0.4217, -2.5716], [-7.2668, -0.2102, -1.8883], [-2.2753, 2.4089, -4.1649], [-1.3834, 1.2790, -3.0663], [-1.8650, 2.8612, -2.4538], [-4.8309, 2.1860, -3.7128], [-4.2826, 3.0853, -2.3683], [-6.4021, 2.3315, -1.6959], [-5.2828, 1.1606, -0.8676], [-6.8681, -0.6601, -0.9701], [-7.5676, -1.0067, -2.4485], [-8.0873, 0.5424, -1.6381], [-5.9233, -2.2834, 1.3431], [-5.9205, -3.6411, 0.8000], [-6.1833, -4.5997, 1.8238], [-5.8587, -5.9884, 1.2426], [-6.7334, -6.3011, 0.1926], [-6.2401, -7.3896, -0.4809], [-5.4867, -1.6142, 0.6102], [-5.4933, -2.3096, 2.3521], [-6.9848, -2.0062, 1.5192], [-7.1702, -4.5167, 2.2527], [-5.3782, -4.4847, 2.5932], [-6.1306, -6.7856, 2.0491], [-4.8284, -6.0810, 0.9077], [-5.2725, -7.4162, -0.9504], [-6.8361, -7.6933, -1.3456], [-6.1331, -8.3108, 0.0808], [-0.3878, 4.8530, -1.2828], [0.6382, 4.0809, -1.9876], [1.9835, 4.3376, -1.6464], [2.8784, 3.5723, -2.5491], [2.9589, 2.2370, -2.0604], [3.6922, 1.4449, -2.9028], [-1.2758, 4.6926, -1.8503], [-0.1367, 5.9340, -1.3187], [-0.5063, 4.5508, -0.2628], [2.1471, 4.1439, -0.5918], [2.1263, 5.4115, -1.9264], [3.9620, 4.0268, -2.4874], [2.6729, 3.6115, -3.5944], [4.7751, 1.4702, -2.6346], [3.5377, 1.7448, -3.9445], [3.3522, 0.4288, -2.8086], [2.8352, -1.7288, -0.2257], [2.4521, -0.9791, 0.9566], [2.2655, 0.3920, 0.6154], [0.9335, 0.7163, -0.0070], [-0.2133, 0.1519, 0.5918], [-1.4073, 0.0076, -0.2725], [2.1375, -1.5901, -1.0867], [2.6878, -2.7895, -0.0492], [3.8598, -1.5064, -0.4789], [3.0993, 0.7600, -0.0700], [2.3768, 0.8767, 1.6019], [0.9804, 0.3484, -1.0781], [0.7494, 1.8129, -0.0476], [-1.1576, -0.7198, -1.0613], [-1.7480, 0.9695, -0.7095], [-2.2152, -0.4093, 0.2864]],
  "forces_ev_per_angstrom": [[0.129, -0.360, 0.347], [0.436, 0.434, -0.655], [-1.489, 0.059, 0.763], [2.200, -1.292, -2.116], [-1.278, -1.089, -0.219], [0.291, 0.736, 0.449], [0.423, -0.056, -0.197], [-0.599, 0.361, 0.232], [0.182, 1.015, 1.467], [-0.173, 0.104, 0.050], [-3.276, -0.827, -1.600], [1.387, 1.345, 0.635], [-1.111, 1.576, -0.716], [-0.873, 0.311, 0.544], [3.071, -1.967, -0.239], [-0.189, 0.292, 0.194], [0.427, -0.740, 0.005], [0.319, 0.099, 0.413], [0.662, -0.374, 0.147], [-0.299, 0.174, 0.531], [0.911, 1.271, -0.622], [-1.953, -2.006, -0.469], [1.454, 1.040, -0.598], [-0.280, 0.932, 1.497], [-1.153, -2.057, 0.659], [0.096, 0.357, -0.003], [0.850, 0.151, 1.474], [-0.651, -0.592, -0.447], [0.276, -0.674, -0.269], [0.398, 1.669, -1.240], [-1.451, 0.050, -0.239], [3.031, 1.056, 0.137], [-1.439, -0.549, -0.098], [1.138, -1.122, -0.638], [-0.927, 1.661, 0.458], [0.171, -0.280, -1.484], [-0.519, -1.074, -0.038], [-0.125, 0.111, 0.431], [-0.251, 0.145, 0.178], [0.328, 0.017, 1.157], [2.290, 1.178, 1.171], [-4.097, 1.189, -0.753], [2.888, -1.992, 0.524], [-1.052, -0.644, -1.795], [-1.290, -0.136, 0.088], [-0.621, 0.434, 0.181], [1.751, -0.867, -1.100], [-0.014, -0.042, 0.908], [-0.452, -0.037, 0.074], [0.558, 0.886, 0.567], [-0.515, -1.967, -0.816], [1.218, 0.619, 0.451], [-0.802, -0.549, 0.431], [-0.095, -0.460, -1.604], [0.110, 0.706, 0.762], [0.116, -0.531, -0.244], [-0.033, -0.202, 0.019], [-0.177, 0.219, -0.013], [0.170, 1.492, 0.936], [-0.097, 0.028, 0.238], [0.146, 0.238, -0.623], [0.211, 0.074, -0.057], [0.084, 0.181, 0.621], [-0.709, -0.513, 0.664], [-0.141, 0.235, -0.335], [0.654, 0.176, -0.463], [0.028, -0.090, 1.094], [0.689, -1.131, 0.286], [-0.035, -1.574, -1.468], [-0.721, 0.540, 1.700], [0.121, -0.131, -0.192], [-0.756, -0.684, 0.529], [0.238, 0.369, 0.221], [-0.417, 0.263, -1.116], [-0.066, 1.437, 0.170], [0.587, 0.336, -0.275], [-0.627, 0.137, 0.245], [0.566, -0.328, 0.019], [0.225, 0.013, -0.571], [0.166, 0.075, -0.142], [-0.036, 0.478, -0.505], [0.266, 0.223, 0.144], [-0.929, -0.498, -0.413], [0.064, 0.608, 0.642], [1.151, -0.400, 0.934], [0.073, 0.333, -2.171], [0.054, -1.010, -0.835], [0.973, 1.611, 1.446], [0.795, 0.073, -0.383], [0.835, -0.001, 0.114], [-0.122, 0.348, 0.033], [-0.746, -0.572, 0.356], [-0.357, 0.581, -0.181], [-0.903, 0.683, 0.940], [-0.314, -0.025, -0.143], [-1.151, -0.640, -0.123], [0.083, -0.346, 0.442], [0.515, -0.715, -0.530], [0.118, -0.276, -2.258], [-1.145, 0.563, 0.996], [-0.592, -2.107, -0.023], [0.072, -0.271, 1.328], [-0.107, 0.370, -0.475], [1.004, 2.858, 2.157], [0.289, -0.304, 1.312], [0.551, 0.139, -0.136], [-0.298, 0.139, 0.399], [-0.341, 0.176, -1.002], [0.528, 1.639, 0.783], [0.659, -0.681, -0.338], [-0.114, 0.514, -1.049], [-0.236, 0.275, 0.273], [-1.197, -1.839, -1.840], [0.807, -1.074, -0.358], [-1.508, -1.740, 0.236], [-0.212, 1.037, 0.781], [2.592, -0.562, -0.678], [-1.931, -0.593, 2.008], [0.302, 0.421, -0.846], [-0.460, -2.313, -1.629], [0.384, -0.040, 0.206], [0.609, 0.374, -0.440], [0.352, 0.136, -0.266], [-0.472, -0.017, 0.028], [-0.838, 0.136, -0.066], [1.086, 1.254, -0.784], [0.218, 0.224, 0.224], [1.159, 1.512, -0.001], [-0.718, 0.488, 0.277], [-0.529, -0.257, 1.044], [2.220, 0.315, -1.267], [-1.538, -0.166, 0.408], [-1.204, 1.926, -0.965], [3.138, -0.207, 1.910], [-1.067, 1.104, 0.136], [1.169, -0.585, -0.562], [-0.688, -0.063, -0.167], [-0.073, -0.449, 0.055], [-0.020, -0.357, 0.710], [0.435, 0.009, 0.080], [0.359, -0.338, 0.747], [-1.678, -0.521, 0.108], [-0.874, -0.029, -0.796], [-0.612, 0.159, -0.472], [0.262, -0.095, -0.092], [-0.092, -0.606, 0.125], [-1.267, -0.207, -0.135], [0.013, -0.442, -1.390], [0.788, 0.319, 1.140], [-1.141, 0.257, -2.496], [-0.954, -0.611, 0.501], [1.793, 0.489, -0.475], [0.590, 0.588, 0.611], [0.369, -0.208, 0.573], [0.174, 0.066, -0.230], [-1.074, -0.323, 0.766], [-0.149, 0.279, -0.466], [-0.089, 0.497, 0.796], [0.656, -0.359, -0.166], [-0.140, 0.433, 0.072], [0.445, -0.427, 0.317], [-0.274, -0.213, 0.786]],
  "mulliken_charge": [-0.510, 0.536, -0.371, 0.263, 0.638, -0.286, -0.370, 0.259, -0.118, -0.001, -0.577, 0.386, -0.406, 0.362, 0.844, -0.172, -0.192, -0.351, 0.136, -0.284, -0.525, 0.228, -0.386, -0.182, 1.719, -0.372, 0.058, -0.083, 0.379, -1.092, -0.537, 0.442, -0.331, -0.132, 0.488, -0.177, -0.347, 0.354, 0.029, 0.324, -0.435, 0.518, -0.202, 0.123, 0.159, -0.154, -0.344, 0.426, -0.310, 0.317, -0.798, 0.543, 0.607, 0.466, -0.290, -0.896, 0.319, -0.022, 0.097, -1.133, 0.608, -0.860, 0.466, 0.338, 0.294, 0.320, -1.058, -0.115, -1.112, 0.527, -0.349, -0.698, 0.385, 0.421, 0.240, 0.308, 0.407, -0.355, 0.601, 0.460, 0.198, 0.067, -1.248, 0.497, -0.568, -0.984, 0.198, -0.878, 0.249, 0.243, 0.437, -0.048, 0.551, 0.499, 0.410, 0.332, 0.187, 0.263, -0.712, 0.422, -1.436, 0.184, -0.404, -0.587, 0.250, 0.085, 0.052, 0.427, 0.752, 0.680, -0.386, 0.093, 0.353, 0.303, -0.525, -0.057, -0.570, -0.482, -0.315, -0.936, -0.240, 0.384, 0.362, 0.394, 0.284, 0.337, 0.327, 0.341, 0.342, 0.382, -0.837, -0.270, -0.047, -0.941, 0.129, -0.810, 0.257, 0.428, 0.241, -0.148, 0.542, 0.215, 0.539, 0.181, 0.484, 0.015, -0.172, 1.196, 1.368, -0.690, 0.283, -0.320, -0.536, 0.454, -0.392, -1.108, -0.012, -0.119, 0.023, -0.228, 0.125, 0.178]
}